Record 1
Below is a structure of composition C27H23Br2EuF6N4O5S4Te in a non-equilibrium geometry, with properties calculated with ωB97M-V with the def2-TZVPD basis set.

Results
**Charge**: -1
**E_HOMO**: -3.244 eV
**Frontier orbital gap**: 4.828 eV
**Spin multiplicity**: 8
**Energy above the lowest of the compared OMol25 structures with the same formula, charge and spin**: 32.6 kcal/mol
**Energy**: -9956.1710 Ha

Each line ends with the Löwdin spin population.
Element x y z (Å)
Eu  -15.243  -2.181  16.584  7.024
Br  -11.922  -2.761  17.642  0.000
C  -11.701  -1.334  19.087  0.000
Br  -11.022  0.423  18.131  0.000
H  -10.939  -1.645  19.840  0.000
H  -12.739  -1.054  19.480  0.000
F  -15.514  -6.929  16.096  0.000
C  -15.949  -6.522  14.906  0.000
F  -16.693  -7.550  14.387  0.000
F  -14.906  -6.307  14.138  0.000
S  -16.954  -4.928  14.794  0.001
O  -15.999  -3.781  14.872  -0.005
O  -17.627  -5.022  13.502  0.000
N  -17.938  -5.146  16.034  0.000
S  -17.935  -4.298  17.345  0.000
O  -19.057  -4.626  18.168  0.000
O  -17.644  -2.867  17.014  -0.003
C  -16.434  -4.853  18.402  0.000
F  -16.339  -6.184  18.624  0.000
F  -16.670  -4.250  19.568  0.000
F  -15.135  -4.345  18.045  0.000
N  -17.631  -1.827  25.936  0.000
C  -17.387  -1.523  24.843  0.000
C  -16.987  -1.221  23.504  0.001
C  -15.635  -0.791  23.285  0.000
C  -15.162  -0.759  22.029  0.000
C  -15.976  -1.248  20.935  0.000
C  -17.336  -1.526  21.138  0.000
C  -17.829  -1.480  22.433  0.000
C  -15.313  -1.328  19.690  -0.002
C  -14.376  -1.413  18.894  -0.007
H  -15.025  -0.540  24.173  0.000
H  -14.136  -0.535  21.784  0.000
H  -17.932  -1.830  20.279  0.000
H  -18.913  -1.612  22.608  0.000
O  -13.782  -1.913  14.615  -0.006
S  -12.793  -2.383  13.563  0.000
C  -11.248  -1.367  13.684  0.000
C  -11.106  -0.516  12.427  0.000
C  -12.491  -0.261  11.851  0.000
C  -13.230  -1.615  11.988  0.000
H  -10.502  -2.117  13.711  0.000
H  -11.262  -0.704  14.556  0.000
H  -10.508  -1.167  11.746  0.000
H  -10.471  0.304  12.621  0.000
H  -12.464  0.113  10.837  0.000
H  -13.052  0.473  12.456  0.000
H  -12.844  -2.285  11.174  0.000
H  -14.376  -1.540  11.910  0.000
Te  -10.734  -5.263  13.508  0.000
C  -8.961  -5.558  12.498  0.000
C  -7.964  -6.466  12.810  0.000
C  -6.954  -6.568  11.883  0.000
C  -7.180  -5.819  10.744  0.000
S  -8.602  -4.948  10.875  0.000
H  -8.011  -7.100  13.711  0.000
H  -6.043  -7.116  12.013  0.000
H  -6.473  -5.717  9.896  0.000
N  -16.670  2.120  16.118  0.001
C  -16.073  1.054  16.693  0.003
N  -16.109  -0.023  15.930  -0.010
C  -16.817  0.318  14.801  0.001
C  -17.006  -0.407  13.612  0.000
C  -17.879  0.138  12.678  0.000
C  -18.413  1.440  12.874  0.000
C  -18.064  2.247  13.913  0.000
C  -17.304  1.656  14.938  0.000
H  -16.724  3.089  16.447  0.000
H  -15.509  1.076  17.579  0.001
H  -16.633  -1.451  13.516  0.000
H  -18.033  -0.407  11.700  0.000
H  -19.084  1.793  12.109  0.000
H  -18.557  3.223  13.993  0.000


Record 2
Below is a structure of composition C27H23Cl4GeNO2Pd in a non-equilibrium geometry, with properties calculated with ωB97M-V with the def2-TZVPD basis set.

Results
**Charge**: +1
**E_HOMO (spin up / spin down)**: -10.385 / -10.378 eV
**Frontier orbital gap (spin up / spin down)**: 6.421 / 4.345 eV
**Spin multiplicity**: 2
**Energy above the lowest of the compared OMol25 structures with the same formula, charge and spin**: 2.5 kcal/mol
**Energy**: -5293.1912 Ha

Each line ends with the Löwdin spin population.
Element x y z (Å)
Pd  -0.906  0.182  0.250  0.098
Cl  -6.525  0.523  5.215  0.081
C  -5.444  0.566  3.884  0.177
C  -5.964  0.491  2.582  -0.038
C  -5.118  0.520  1.508  0.140
Cl  -5.720  0.412  -0.093  0.048
C  -3.691  0.698  1.641  0.044
O  -2.999  0.905  0.611  0.280
C  -3.192  0.682  2.999  0.117
C  -1.787  0.616  3.272  0.012
O  -0.851  0.480  2.489  0.061
C  -4.082  0.636  4.082  0.015
H  -7.031  0.405  2.442  -0.004
H  -1.528  0.685  4.345  0.000
H  -3.671  0.645  5.080  -0.003
C  -0.218  -1.938  -2.951  -0.004
Ge  0.483  -0.808  -1.452  -0.020
C  1.108  0.873  -2.374  -0.005
C  0.111  1.756  -2.785  -0.001
C  0.432  2.915  -3.470  0.000
C  1.756  3.189  -3.775  -0.001
C  2.753  2.313  -3.373  0.000
C  2.435  1.174  -2.650  -0.001
C  2.065  -1.732  -0.663  -0.003
C  2.507  -2.905  -1.234  -0.001
C  3.697  -3.510  -0.819  0.000
C  4.449  -2.932  0.172  -0.001
C  4.009  -1.761  0.826  0.000
C  4.749  -1.161  1.867  0.000
C  4.281  -0.054  2.523  0.000
C  3.042  0.498  2.174  0.000
C  2.309  -0.059  1.159  0.000
C  2.773  -1.173  0.433  0.000
H  0.560  -2.046  -3.703  -0.001
H  -1.073  -1.457  -3.422  0.000
H  -0.525  -2.929  -2.623  0.000
H  -0.930  1.528  -2.560  0.000
H  -0.356  3.593  -3.766  0.000
H  2.013  4.088  -4.313  0.000
H  3.783  2.510  -3.631  0.000
H  3.223  0.517  -2.303  0.000
H  1.941  -3.356  -2.037  0.000
H  4.006  -4.434  -1.285  0.000
H  5.382  -3.383  0.474  0.000
H  5.692  -1.610  2.142  0.000
H  4.858  0.397  3.315  0.000
H  2.664  1.345  2.725  0.000
H  1.313  0.347  0.927  -0.001
C  -3.797  -2.793  -1.303  0.001
C  -2.883  -2.236  -0.362  0.003
N  -2.127  -1.799  0.388  0.004
H  -3.300  -3.593  -1.852  0.000
H  -4.112  -2.018  -2.003  0.000
H  -4.672  -3.193  -0.791  0.000
Cl  -0.683  2.735  0.259  0.004
C  0.911  3.529  0.284  0.000
Cl  1.461  3.706  1.957  0.000
H  0.802  4.517  -0.166  0.000
H  1.618  2.904  -0.264  0.000


Record 3
Below is a structure of composition C27H23CoN3O7, with properties calculated with ωB97M-V with the def2-TZVPD basis set.

Results
**Charge**: +1
**E_HOMO (spin up / spin down)**: -10.999 / -11.018 eV
**Frontier orbital gap (spin up / spin down)**: 6.969 / 5.168 eV
**Spin multiplicity**: 5
**Energy above the lowest of the compared OMol25 structures with the same formula, charge and spin**: 0.7 kcal/mol
**Energy**: -3116.1073 Ha

Each line ends with the Löwdin spin population.
Element x y z (Å)
Co  -0.100  -0.722  0.169  2.770
C  1.730  1.428  -1.299  0.003
O  0.401  0.886  -1.153  0.048
C  -0.661  1.686  -1.495  0.055
C  -0.613  2.582  -2.550  -0.008
C  -1.735  3.337  -2.851  0.069
C  -2.908  3.203  -2.113  -0.002
C  -2.963  2.304  -1.074  0.049
C  -1.838  1.533  -0.748  0.013
N  -1.815  0.578  0.273  0.233
N  -2.911  0.486  0.916  -0.078
C  -3.065  -0.402  1.925  0.225
C  -2.020  -1.306  2.444  0.068
O  -0.868  -1.342  1.981  0.174
C  -2.355  -2.175  3.552  0.019
C  -3.584  -2.171  4.088  0.002
C  -4.633  -1.301  3.603  0.048
C  -5.894  -1.326  4.187  -0.001
C  -6.899  -0.493  3.726  0.091
C  -6.650  0.380  2.668  -0.014
C  -5.407  0.419  2.075  0.083
C  -4.371  -0.420  2.528  0.002
H  1.884  1.791  -2.311  0.001
H  2.408  0.606  -1.102  0.000
H  1.876  2.224  -0.572  0.000
H  0.280  2.688  -3.146  -0.002
H  -1.695  4.032  -3.679  0.004
H  -3.776  3.797  -2.361  -0.001
H  -3.865  2.174  -0.498  0.002
H  -1.568  -2.826  3.905  0.000
H  -3.821  -2.835  4.910  -0.001
H  -6.083  -2.006  5.009  -0.002
H  -7.877  -0.520  4.188  0.005
H  -7.437  1.030  2.310  -0.003
H  -5.217  1.094  1.256  0.004
O  -1.294  -1.602  -1.271  0.045
C  -1.222  -2.792  -1.616  0.002
C  -0.224  -3.742  -1.247  0.003
C  -0.411  -5.059  -1.706  -0.001
C  0.501  -6.024  -1.400  0.002
C  1.647  -5.724  -0.645  -0.001
C  1.855  -4.452  -0.199  0.004
C  0.930  -3.405  -0.468  0.005
O  1.173  -2.226  -0.016  0.052
N  0.286  -7.394  -1.871  0.000
O  -0.725  -7.619  -2.507  0.000
O  1.120  -8.225  -1.572  0.001
H  -2.013  -3.166  -2.279  0.002
H  -1.279  -5.316  -2.300  0.000
H  2.352  -6.516  -0.432  0.000
H  2.738  -4.202  0.374  0.000
C  3.687  0.395  2.177  0.002
C  2.350  -0.269  2.094  0.002
C  2.111  -1.483  2.936  0.000
O  1.492  0.171  1.339  0.024
H  3.951  0.592  3.217  0.000
H  3.709  1.313  1.597  0.000
H  4.435  -0.304  1.792  0.000
H  2.961  -1.714  3.573  0.000
H  1.897  -2.319  2.268  0.000
H  1.219  -1.323  3.542  0.000


- spin multiplicity of number 2 (C27H23Cl4GeNO2Pd)?
  2


- Which value of energy above the lowest of the compared OMol25 structures with the same formula, charge and spin does entry 1 give?
  32.6 kcal/mol


- What is the energy above the lowest of the compared OMol25 structures with the same formula, charge and spin in the second record?
  2.5 kcal/mol